Entry 1:
Molecular formula: C5H11NO2
Method: DFT, ωB97M-V/def2-TZVPD

```
19
C5H11NO2 (ωB97M-V/def2-TZVPD)
O -1.468 0.669 1.119
C -0.822 1.464 1.745
C 0.689 1.680 1.529
C 1.112 1.125 0.144
C 1.094 -0.363 0.003
C 1.480 -1.035 -1.074
N 1.171 -2.379 -1.294
H -1.309 2.046 2.557
H 1.136 1.024 2.281
H 0.917 2.736 1.606
H 2.122 1.529 0.027
H 0.482 1.634 -0.590
H 0.499 -0.887 0.750
H 1.904 -0.428 -1.854
H 1.766 -2.925 -1.892
H 0.827 -2.861 -0.483
H -2.625 -0.296 -2.352
H -2.311 -0.293 -0.935
O -2.855 -0.794 -1.557
```

## Properties
maximum force: 2.3 eV/Å
M: 117.15 g/mol
HOMO: -7.982 eV
E: -402.3056 Eh
relative energy (zero: lowest compared OMol25 entry of this formula, charge and spin): 45.5 kcal per mole
structure (SMILES): N/C=C/CCC=O.O
HOMO-LUMO gap: 8.9 eV
charge: 0
spin multiplicity: 1
LUMO level: 0.937 eV



Entry 2:
Molecular formula: C4H5LiO2Pm
Method: DFT, ωB97M-V/def2-TZVPD

```
13
C4H5LiO2Pm (ωB97M-V/def2-TZVPD)
H 2.927 4.588 -1.067
C 1.283 -0.455 -0.573
C 0.449 0.454 0.105
C -0.848 0.198 0.581
C -1.583 -0.974 0.397
O -2.757 -1.131 0.873
Pm -4.843 -2.801 1.169
H 0.917 -1.481 -0.752
H 0.883 1.434 0.325
H -1.328 0.970 1.189
H -1.143 -1.812 -0.168
O 2.435 -0.173 -0.999
Li 3.607 1.181 -1.081
```

## Properties
maximum force: 3.2 eV/Å
M: 237.02 g/mol
HOMO (spin up / spin down): -12.680 / -15.190 eV
E: -921.0166 Eh
relative energy (zero: lowest compared OMol25 entry of this formula, charge and spin): 63.9 kcal per mole
HOMO-LUMO gap (spin up / spin down): 3.9 / 6.5 eV
charge: +2
spin multiplicity: 6
LUMO level (spin up / spin down): -8.747 / -8.652 eV



Look up the relative energy (zero: lowest compared OMol25 entry of this formula, charge and spin) of the second one. 63.9 kcal per mole



Look up the spin multiplicity of the first one. 1



relative energy (zero: lowest compared OMol25 entry of this formula, charge and spin) of number 1 (C5H11NO2)? 45.5 kcal per mole